The following is a quantum chemistry calculation of a cluster of 10 separate species, C43H106N6O10 in total in a non-equilibrium geometry, from the OMol25 dataset.

The frontier orbital gap is 8.47 eV. Its spin multiplicity is 1. The SMILES is CC1(C)CCCC(C)(C)N1O.CC1(C)CCCC(C)(C)N1O.CC1(C)CCCC(C)(C)N1O.COC[C@H](C)N.COC[C@H](C)N.COC[C@H](C)N.CO.CO.CO.CO. Its energy above the lowest of the compared OMol25 structures with the same formula, charge and spin is 0.0 kJ/mol. Its energy is -75718.9584 eV. For the LUMO energy, the calculation gives 0.0188 hartree.

```
165
Properties=species:S:1:pos:R:3:forces:R:3
C -0.758809 4.296550 0.119106 0.4 -0.4 -0.3
C -1.539280 4.814272 1.339560 0.9 0.3 0.0
C -1.300162 3.850386 2.505501 -0.5 -0.4 -0.2
C -1.012365 6.182486 1.772173 0.3 1.1 -1.1
C -1.489691 7.295433 0.832703 0.0 0.2 0.1
C -2.998760 7.373809 0.878183 -0.2 0.7 0.0
C -3.631750 6.083006 0.402723 0.0 -1.3 -0.1
C -5.092609 5.991681 0.829848 -0.1 -0.2 0.3
C -3.515609 5.924376 -1.114901 0.3 1.1 -0.9
N -2.962472 4.947441 1.103491 -0.7 0.2 1.1
O -3.536571 3.702229 0.773296 0.2 0.2 -0.4
H 0.313365 4.483426 0.227122 -0.1 0.1 0.1
H -0.822386 3.207586 0.022584 -0.2 0.0 0.0
H -1.049050 4.737249 -0.837141 -0.1 0.1 0.1
H -0.267423 3.504503 2.558594 0.1 0.3 0.0
H -1.607872 4.326742 3.435233 0.1 -0.1 0.1
H -1.907724 2.955699 2.354140 0.0 0.1 0.1
H -1.310085 6.440779 2.788473 0.0 -0.2 0.1
H 0.073938 6.245978 1.666401 0.1 -0.6 0.5
H -1.041117 8.252589 1.112402 -0.1 0.0 0.1
H -1.119442 7.099656 -0.177678 -0.1 -0.1 0.0
H -3.398578 8.226581 0.316197 0.1 -0.2 -0.4
H -3.321554 7.624766 1.895192 0.1 -0.4 0.1
H -5.154428 6.073447 1.916967 0.0 0.3 0.0
H -5.478056 4.995620 0.618984 -0.1 0.1 -0.3
H -5.713298 6.743444 0.343103 0.0 0.1 0.0
H -4.281144 6.497525 -1.649928 -0.3 -0.3 0.2
H -3.527575 4.904881 -1.490875 -0.2 -0.1 0.2
H -2.602127 6.389611 -1.502588 0.2 -0.3 0.2
H -3.125752 3.444911 -0.068329 -0.1 -0.2 0.0
C -0.746442 0.044805 1.224558 -1.0 -1.2 0.2
C 0.713547 -0.145108 0.781672 -0.3 1.5 0.0
C 1.539139 0.982287 1.430708 1.7 -0.8 0.4
C 1.236045 -1.508756 1.221571 -0.8 -0.6 -0.6
C 2.533673 -1.885710 0.512580 -0.2 0.8 0.4
C 2.267652 -1.869788 -0.978132 -0.6 -1.0 -0.4
C 1.822011 -0.522883 -1.544037 0.0 0.4 1.6
C 2.960509 0.494358 -1.507951 0.2 0.7 -1.2
C 1.303811 -0.711302 -2.956028 0.7 0.5 -1.1
N 0.725877 -0.063560 -0.674070 -0.8 -1.1 -0.5
O 0.163129 1.165858 -1.116688 0.3 -0.5 -0.2
H -1.038389 -0.705376 1.975455 0.4 0.2 0.3
H -1.020572 1.014539 1.631576 0.3 0.2 -0.2
H -1.448562 -0.208828 0.423620 0.2 0.3 -0.2
H 1.556522 1.949032 0.932594 -0.6 0.0 0.0
H 1.375091 1.069047 2.506202 -0.6 0.2 -0.1
H 2.591067 0.653724 1.420085 -0.1 0.2 -0.1
H 1.231404 -1.528250 2.313370 0.5 0.0 0.0
H 0.486349 -2.250366 0.909430 -0.1 0.1 0.1
H 3.237516 -1.095107 0.796854 0.5 -0.5 -0.2
H 2.889513 -2.868549 0.817076 0.1 0.1 0.2
H 1.452456 -2.587849 -1.169586 -0.2 0.2 0.2
H 3.050150 -2.331819 -1.588332 0.4 0.6 0.2
H 3.765966 0.106868 -2.141111 0.3 0.2 0.3
H 3.305253 0.859854 -0.545381 0.2 -0.9 0.3
H 2.641318 1.449217 -1.945323 -0.2 -0.3 -0.4
H 1.342707 0.245032 -3.487333 -0.4 0.0 0.1
H 0.322703 -1.161139 -3.086450 -0.1 0.1 0.5
H 1.988504 -1.323706 -3.555622 0.1 -0.1 0.3
H -0.551797 0.800969 -1.655880 -0.4 0.6 0.0
C -7.432212 -1.206283 -0.998643 -0.4 0.3 0.0
C -6.034489 -0.651194 -0.665373 -1.2 0.2 -0.1
C -6.054551 0.836357 -1.002671 1.1 0.7 -0.5
C -5.770889 -0.749251 0.838104 0.8 -0.9 0.1
C -5.422070 -2.161524 1.330876 -0.1 0.0 -0.2
C -4.266285 -2.673169 0.475945 0.0 0.6 0.3
C -4.535961 -2.659389 -1.033621 0.6 -0.2 0.5
C -3.166969 -2.889403 -1.683895 -0.2 -0.4 -0.6
C -5.494204 -3.834680 -1.368832 0.4 0.0 -0.4
N -4.988937 -1.329957 -1.419429 1.2 0.7 0.9
O -5.061071 -1.152139 -2.812552 -0.5 -0.3 0.1
H -7.550347 -2.263524 -0.770569 0.1 0.0 -0.1
H -8.223412 -0.681697 -0.453523 0.2 0.1 0.2
H -7.668600 -0.996276 -2.045704 0.1 -0.4 -0.1
H -6.631274 1.424770 -0.290897 -0.4 -0.2 -0.1
H -5.049787 1.284173 -0.942449 0.0 -0.4 0.3
H -6.334737 1.043287 -2.038262 -0.5 -0.1 0.2
H -4.868401 -0.179485 1.086922 -0.3 0.5 -0.1
H -6.639243 -0.352833 1.360111 0.1 0.2 0.1
H -5.047161 -2.056103 2.350300 -0.3 -0.2 0.1
H -6.298779 -2.814806 1.346231 0.1 -0.1 -0.1
H -3.896343 -3.667703 0.731310 -0.3 -0.1 0.2
H -3.447826 -1.984289 0.725918 0.1 -0.1 -0.4
H -2.431007 -2.153517 -1.362675 0.0 0.0 0.1
H -3.224625 -2.857590 -2.774496 -0.1 0.1 0.0
H -2.827505 -3.900522 -1.445669 0.1 0.1 0.2
H -4.913479 -4.624521 -1.848715 -0.2 0.0 -0.2
H -6.287406 -3.517494 -2.046241 -0.1 -0.2 0.0
H -5.939156 -4.309261 -0.495112 -0.2 0.3 0.1
H -5.650049 -1.852112 -3.138177 -0.1 0.2 -0.3
C 6.054012 -3.111978 -1.768050 -0.1 0.2 -0.7
O 6.683699 -3.683720 -0.660519 0.2 -0.2 0.1
C 5.862412 -3.733821 0.475842 -0.4 0.6 0.2
C 6.649042 -4.269029 1.637350 1.4 0.2 0.7
C 7.045762 -5.730535 1.499018 -0.3 -0.3 0.1
N 5.941139 -4.047664 2.893716 -1.1 -0.4 -0.2
H 5.699794 -2.090886 -1.569946 0.0 0.0 0.1
H 5.207766 -3.700513 -2.150831 0.0 -0.1 0.3
H 6.781015 -3.071776 -2.579789 0.1 0.1 0.1
H 5.561319 -2.711063 0.767338 -0.2 -0.1 -0.3
H 4.953499 -4.320741 0.280555 0.0 0.0 0.1
H 7.580298 -3.684017 1.691809 -0.1 0.0 -0.3
H 7.085790 -6.223699 2.472623 0.1 0.1 0.1
H 8.029068 -5.835768 1.047909 -0.1 0.0 -0.2
H 6.291944 -6.268882 0.921597 0.1 -0.1 -0.1
H 5.768722 -3.070582 3.091574 0.3 0.0 0.0
H 6.425344 -4.455873 3.679506 0.2 0.1 0.0
C -4.002585 -2.813361 -7.551926 -0.3 0.0 -0.2
O -4.191285 -1.859240 -6.531316 -0.4 0.1 0.0
C -3.052508 -1.633982 -5.763947 1.4 0.5 1.1
C -2.364269 -0.316175 -6.107997 0.1 1.0 -1.1
C -1.619596 -0.307661 -7.430087 0.4 1.2 -1.2
N -1.435113 0.086592 -5.070020 0.1 -1.3 0.8
H -3.112271 -2.601535 -8.148620 0.1 -0.1 0.1
H -4.861955 -2.743796 -8.219001 0.0 0.0 0.1
H -3.967482 -3.821758 -7.127716 0.2 0.0 -0.1
H -3.251992 -1.502418 -4.689917 -0.8 -0.4 -0.2
H -2.337047 -2.467118 -5.802778 0.0 0.0 -0.3
H -3.172121 0.426463 -6.225039 -0.2 -0.2 0.1
H -1.252382 0.710777 -7.654903 0.2 -0.1 0.7
H -2.211410 -0.393429 -8.350127 -0.3 -0.8 0.4
H -0.735359 -0.944279 -7.461698 -0.2 -0.3 0.1
H -0.987686 0.985836 -5.139194 -0.2 0.1 -0.4
H -1.842468 -0.018562 -4.145814 0.1 0.3 -0.1
C 6.099373 1.303118 0.705885 0.0 -0.1 -0.4
O 6.380236 0.878034 2.008102 0.1 0.5 0.6
C 7.180489 -0.281570 2.101889 -0.6 -0.2 -0.6
C 7.494991 -0.515403 3.567929 -0.2 -0.1 -0.3
C 8.214143 0.674922 4.178792 -0.1 0.3 0.3
N 8.213590 -1.789192 3.700159 -0.2 0.3 -0.2
H 6.998672 1.679456 0.201530 0.1 -0.3 -0.1
H 5.406595 2.144893 0.717048 -0.1 -0.1 0.4
H 5.628764 0.486041 0.144267 0.2 0.1 -0.2
H 6.587400 -1.122642 1.706731 0.2 -0.1 0.1
H 8.068845 -0.209981 1.454448 0.1 0.2 0.2
H 6.510265 -0.653091 4.026087 0.1 0.1 0.3
H 9.247054 0.726948 3.824838 0.0 -0.1 0.0
H 8.209877 0.620014 5.269905 0.2 -0.1 0.0
H 7.729386 1.618214 3.926534 -0.1 -0.1 -0.1
H 9.100327 -1.699149 3.214536 0.1 -0.1 0.2
H 8.400433 -1.948203 4.682701 0.2 -0.1 0.0
C -2.789862 2.343408 -2.820038 -0.4 -0.9 -0.3
O -2.638041 0.978962 -2.422397 0.5 0.1 0.2
H -3.132808 2.387197 -3.858503 0.0 0.1 0.0
H -3.537607 2.835451 -2.195868 0.2 0.2 0.1
H -1.807036 2.804071 -2.761419 -0.1 0.2 0.2
H -3.485960 0.568198 -2.218446 -0.1 0.0 0.0
C -2.972967 -0.892174 4.537439 0.4 -0.6 0.3
O -3.487032 -1.138353 5.842602 0.1 0.1 -0.1
H -2.345512 -1.730051 4.206580 -0.2 0.0 -0.1
H -3.835881 -0.821207 3.883224 0.1 0.3 -0.1
H -2.331058 -0.008687 4.502845 -0.3 0.2 -0.1
H -2.742354 -1.191698 6.447235 0.0 0.0 0.1
C 2.472623 -4.513551 3.214274 1.1 0.4 0.1
O 3.505426 -5.475653 3.125111 -0.3 -0.5 -0.1
H 1.924361 -4.422386 2.273362 -0.3 -0.2 0.1
H 1.827781 -4.750751 4.058968 -0.3 -0.1 -0.2
H 2.922554 -3.531383 3.425417 -0.2 0.0 0.0
H 4.373344 -5.037677 3.009935 -0.2 0.3 0.0
C 3.714685 1.246116 4.377095 -0.2 -1.0 0.3
O 3.726015 0.611185 5.666358 0.1 -0.2 -0.2
H 4.692456 1.133086 3.905849 0.2 0.9 0.3
H 3.090711 0.671430 3.688840 -0.4 0.0 0.3
H 3.292709 2.239265 4.501130 0.4 0.3 -0.6
H 3.508921 1.252926 6.345234 0.0 0.0 -0.1
```
Positions in Å, forces in eV/Å.

Mulliken population analysis, charges in e, atoms 1 to 2: number 1, C, carries -1.38; number 2, C, carries 1.88